{
  "formula": "C64H55GeN7O2P2S2Se2Y",
  "method": "ωB97M-V with the def2-TZVPD basis set",
  "elements": ["Y", "N", "C", "C", "C", "C", "C", "C", "C", "C", "N", "C", "H", "H", "H", "H", "H", "H", "H", "H", "Se", "P", "C", "C", "C", "C", "C", "C", "C", "C", "C", "C", "C", "C", "C", "C", "N", "N", "N", "P", "Se", "C", "C", "C", "C", "C", "C", "C", "C", "C", "C", "C", "C", "H", "H", "H", "H", "H", "H", "H", "H", "H", "H", "H", "H", "H", "H", "H", "H", "H", "H", "H", "H", "C", "C", "N", "C", "C", "S", "C", "C", "S", "C", "N", "C", "H", "H", "H", "H", "H", "H", "H", "H", "O", "C", "O", "C", "C", "Ge", "C", "C", "C", "C", "C", "C", "C", "C", "C", "C", "C", "C", "C", "C", "C", "C", "C", "C", "H", "H", "H", "H", "H", "H", "H", "H", "H", "H", "H", "H", "H", "H", "H", "H", "H", "H", "H"],
  "coordinates": [[-0.222, 1.445, -0.295], [1.567, 1.164, 1.527], [1.943, 2.373, 2.189], [3.133, 2.535, 2.838], [3.427, 3.733, 3.526], [2.512, 4.743, 3.581], [1.286, 4.620, 2.884], [0.305, 5.637, 2.862], [-0.831, 5.469, 2.124], [-0.978, 4.295, 1.367], [-0.089, 3.326, 1.362], [1.022, 3.448, 2.148], [0.889, 0.651, 2.096], [2.367, 0.554, 1.404], [3.850, 1.722, 2.847], [4.374, 3.827, 4.040], [2.712, 5.647, 4.141], [0.470, 6.542, 3.434], [-1.604, 6.224, 2.094], [-1.852, 4.143, 0.744], [5.499, -2.482, -2.483], [3.481, -2.894, -2.874], [2.937, -2.648, -4.587], [1.601, -2.867, -4.924], [1.187, -2.736, -6.238], [2.104, -2.372, -7.219], [3.432, -2.154, -6.887], [3.853, -2.301, -5.569], [3.023, -4.601, -2.467], [3.074, -5.018, -1.137], [2.853, -6.347, -0.820], [2.601, -7.273, -1.825], [2.578, -6.868, -3.149], [2.791, -5.535, -3.473], [2.334, -1.847, -1.936], [2.049, -0.484, -1.950], [1.133, -0.288, -0.974], [0.890, -1.444, -0.381], [1.600, -2.393, -0.941], [2.566, 0.982, -2.836], [2.124, 2.698, -1.614], [4.312, 0.945, -3.239], [5.224, 1.179, -2.212], [6.580, 1.152, -2.480], [7.026, 0.903, -3.772], [6.119, 0.678, -4.795], [4.758, 0.694, -4.532], [1.605, 1.076, -4.353], [1.897, 2.074, -5.284], [1.098, 2.225, -6.403], [-0.006, 1.397, -6.587], [-0.308, 0.420, -5.652], [0.499, 0.253, -4.534], [0.892, -3.157, -4.155], [0.154, -2.920, -6.502], [1.780, -2.269, -8.247], [4.146, -1.884, -7.654], [4.891, -2.163, -5.291], [3.289, -4.304, -0.355], [2.888, -6.664, 0.214], [2.434, -8.312, -1.573], [2.403, -7.590, -3.936], [2.788, -5.234, -4.511], [4.868, 1.390, -1.211], [7.291, 1.322, -1.683], [8.088, 0.884, -3.981], [6.469, 0.483, -5.800], [4.051, 0.501, -5.328], [2.737, 2.740, -5.120], [1.329, 2.991, -7.131], [-0.630, 1.518, -7.463], [-1.169, -0.222, -5.794], [0.264, -0.508, -3.801], [-1.925, -2.168, -1.091], [-2.464, -0.938, -1.742], [-1.863, 0.219, -1.888], [-2.682, 1.120, -2.546], [-3.905, 0.647, -2.887], [-4.043, -0.980, -2.407], [-2.242, 2.497, -2.795], [-2.797, 3.332, -3.706], [-2.072, 4.871, -3.602], [-1.036, 4.314, -2.356], [-1.220, 3.057, -2.047], [-0.034, 5.244, -1.757], [-1.450, -1.928, -0.141], [-1.165, -2.634, -1.719], [-2.727, -2.887, -0.930], [-4.715, 1.172, -3.364], [-3.579, 3.122, -4.416], [-0.481, 6.222, -1.579], [0.813, 5.370, -2.432], [0.345, 4.856, -0.816], [-2.442, 1.778, 0.373], [-2.387, 0.748, 1.108], [-1.262, 0.195, 1.331], [-3.673, 0.167, 1.622], [-3.560, -1.110, 2.448], [-3.250, -0.845, 4.371], [-4.722, 0.267, 5.013], [-4.777, 1.636, 4.738], [-5.849, 2.409, 5.160], [-6.890, 1.823, 5.867], [-6.855, 0.464, 6.144], [-5.780, -0.306, 5.720], [-1.547, -0.029, 4.867], [-0.360, -0.711, 4.589], [0.854, -0.249, 5.075], [0.902, 0.916, 5.833], [-0.266, 1.610, 6.105], [-1.484, 1.133, 5.633], [-3.314, -2.590, 5.227], [-3.417, -3.768, 4.490], [-3.457, -5.004, 5.126], [-3.397, -5.073, 6.509], [-3.292, -3.908, 7.257], [-3.249, -2.677, 6.619], [-4.276, 0.011, 0.721], [-4.189, 0.960, 2.169], [-2.810, -1.783, 2.027], [-4.523, -1.628, 2.417], [-3.970, 2.114, 4.189], [-5.873, 3.470, 4.940], [-7.724, 2.424, 6.203], [-7.666, 0.003, 6.693], [-5.764, -1.367, 5.945], [-0.386, -1.629, 4.011], [1.762, -0.808, 4.883], [1.846, 1.270, 6.224], [-0.235, 2.509, 6.708], [-2.393, 1.660, 5.894], [-3.468, -3.730, 3.408], [-3.537, -5.911, 4.540], [-3.430, -6.035, 7.005], [-3.242, -3.960, 8.337], [-3.161, -1.773, 7.214]],
  "forces_ev_per_a": [[-0.2, 0.7, 0.0], [-0.3, 0.1, 0.1], [0.1, -0.1, 0.0], [0.0, 0.0, 0.1], [0.0, 0.0, 0.0], [0.0, 0.0, 0.0], [0.0, 0.1, 0.0], [0.0, 0.0, 0.0], [0.0, 0.0, 0.0], [-0.1, 0.0, 0.1], [0.0, -0.1, 0.0], [0.0, 0.1, -0.1], [0.1, 0.0, 0.1], [0.0, 0.0, -0.2], [0.0, 0.0, 0.0], [0.0, 0.0, 0.0], [0.0, 0.0, 0.0], [0.0, 0.0, 0.0], [0.0, 0.0, 0.0], [0.0, 0.0, 0.0], [0.0, 0.0, 0.0], [0.1, 0.0, 0.1], [0.0, -0.1, 0.0], [0.0, 0.0, 0.0], [0.0, 0.0, 0.0], [0.0, 0.0, 0.0], [0.0, 0.0, 0.0], [0.0, 0.0, -0.1], [0.1, 0.0, 0.0], [0.0, 0.0, 0.0], [0.0, 0.0, 0.0], [0.0, 0.0, 0.0], [0.0, 0.0, 0.0], [0.0, 0.0, 0.0], [0.0, -0.2, 0.1], [0.1, 0.0, 0.0], [0.4, -0.6, -0.3], [0.2, 0.0, 0.0], [-0.1, 0.1, -0.1], [0.0, 0.0, 0.0], [0.3, 0.0, 0.0], [0.0, 0.0, 0.0], [0.0, 0.0, 0.0], [0.0, 0.0, 0.0], [0.0, 0.0, 0.0], [0.0, 0.0, 0.0], [0.0, 0.0, 0.0], [0.0, 0.0, 0.0], [-0.1, 0.0, 0.0], [0.0, 0.0, 0.0], [0.0, 0.0, 0.0], [0.0, 0.0, 0.0], [0.0, 0.1, 0.0], [0.0, 0.0, 0.0], [0.0, 0.0, 0.0], [0.0, 0.0, 0.0], [0.0, 0.0, 0.0], [0.0, 0.0, 0.0], [0.0, 0.0, 0.0], [0.0, 0.0, 0.0], [0.0, 0.0, 0.0], [0.0, 0.0, 0.0], [0.0, 0.0, 0.0], [0.0, 0.0, 0.0], [0.0, 0.0, 0.0], [0.0, 0.0, 0.0], [0.0, 0.0, 0.0], [0.0, 0.0, 0.0], [0.0, 0.0, 0.0], [0.0, 0.0, 0.0], [0.0, 0.0, 0.0], [0.0, 0.0, 0.0], [0.0, 0.0, 0.0], [0.0, 0.0, 0.0], [0.0, -0.1, -0.1], [-0.1, 0.1, 0.1], [0.1, 0.1, 0.0], [0.0, -0.1, -0.1], [0.0, 0.0, 0.0], [0.1, 0.0, 0.0], [0.0, 0.0, -0.1], [0.0, 0.0, 0.0], [0.1, 0.0, -0.1], [-0.2, -0.1, 0.3], [0.0, 0.0, 0.0], [0.0, 0.0, 0.0], [0.0, 0.0, 0.0], [0.0, 0.0, 0.0], [0.0, 0.0, 0.0], [0.0, 0.0, 0.0], [0.0, 0.0, 0.0], [0.0, 0.0, 0.0], [0.0, 0.0, 0.0], [-0.1, 0.1, 0.1], [0.0, 0.1, 0.1], [-0.2, -0.1, 0.0], [0.0, -0.1, 0.0], [0.1, 0.0, 0.0], [-0.1, 0.0, 0.0], [0.0, 0.0, 0.0], [0.0, 0.0, 0.0], [0.0, 0.0, 0.0], [0.0, 0.0, 0.0], [0.0, 0.0, 0.0], [0.0, 0.0, 0.0], [0.0, 0.0, 0.0], [-0.1, 0.0, 0.0], [0.1, 0.0, -0.1], [0.0, 0.0, -0.1], [0.0, 0.0, 0.0], [0.0, 0.0, 0.0], [0.0, 0.0, 0.0], [0.0, 0.0, 0.0], [0.0, 0.0, 0.0], [0.0, 0.0, 0.0], [0.0, 0.0, 0.0], [0.0, 0.0, 0.0], [0.0, 0.0, 0.0], [0.0, 0.0, -0.1], [0.0, 0.0, 0.0], [0.0, 0.0, 0.0], [0.0, 0.0, 0.0], [0.0, 0.0, 0.0], [0.0, 0.0, 0.0], [0.0, 0.0, 0.0], [0.0, 0.0, 0.0], [0.0, 0.0, 0.0], [0.0, 0.0, 0.0], [0.0, 0.0, 0.0], [0.0, 0.0, 0.0], [0.0, 0.0, 0.0], [0.0, 0.0, 0.0], [0.0, 0.0, 0.0], [0.0, 0.0, 0.0], [0.0, 0.0, 0.0], [0.0, 0.0, 0.0]],
  "de_lowest_kcal_mol": 5.3,
  "total_charge": 1,
  "largest_force_ha_per_bohr": 0.0142,
  "energy_ev": -310290.888,
  "lumo_ev": -2.60
}